{"formula": "C24H30N2OsP2S", "method": "ωB97M-V/def2-TZVPD", "multiplicity": 5, "orbital_gap_ev": [5.18, 4.88], "homo_energy_ev": [-12.2, -13.7], "s2": 6.04, "total_charge": 2, "lumo_energy_ev": [-6.98, -8.83], "symbols": ["Os", "S", "P", "P", "N", "N", "C", "C", "C", "C", "C", "C", "C", "C", "C", "C", "C", "C", "C", "C", "C", "C", "C", "C", "C", "C", "C", "C", "C", "C", "H", "H", "H", "H", "H", "H", "H", "H", "H", "H", "H", "H", "H", "H", "H", "H", "H", "H", "H", "H", "H", "H", "H", "H", "H", "H", "H", "H", "H", "H"], "coordinates": [[-0.74404, -0.19975, 0.20471], [-2.24549, -0.07830, 1.86648], [-1.39713, 1.79687, -0.68618], [1.33447, 0.17107, 0.92909], [0.79817, 0.14251, -2.27684], [-0.97925, 0.93903, 3.98913], [3.72244, -1.79600, -1.46106], [-2.23521, -0.33944, -4.98624], [1.53253, -0.92481, -1.91346], [-1.12948, 1.12657, -3.38474], [-0.52649, -1.48156, 5.24177], [-0.33090, -2.33174, -2.42462], [-3.20565, 1.96399, -0.65669], [-1.77570, -1.43969, -4.29919], [-0.21046, -0.27535, 5.89028], [1.04768, -2.24062, -2.18306], [1.82149, -1.24841, 1.96395], [2.01077, -3.27506, -2.31773], [-1.92990, 0.95854, -4.49898], [1.61356, 1.59862, 2.02200], [2.83570, 0.29410, -0.21126], [-0.80242, 3.26715, 0.20799], [-1.34222, -0.24184, 3.33006], [-0.87097, -1.30237, -3.21495], [-1.06590, -1.46144, 3.95076], [-0.35403, 0.00330, -2.94930], [3.33730, -3.02825, -2.04875], [2.77992, -0.81448, -1.22259], [-0.46673, 0.93434, 5.26139], [-1.06299, 2.32562, -2.47525], [-2.10573, -2.43714, -4.59189], [0.29025, -0.26597, 6.86312], [-2.42571, 1.84931, -4.93550], [1.70938, -2.16746, 1.36967], [-2.88536, -0.40898, -5.86954], [4.12820, -3.76635, -2.21111], [2.87720, -1.08983, 2.23847], [-3.65547, 1.13013, -1.21268], [-3.55621, 1.96075, 0.38488], [-1.46487, -1.59438, 0.51772], [1.69039, -4.26206, -2.64918], [-1.37361, -2.33973, 3.41112], [-1.43671, 4.10996, -0.09423], [3.71249, 0.30249, 0.42664], [2.66998, 1.53961, 2.31525], [0.24307, 3.46332, -0.06052], [-0.87104, -3.24645, -2.20843], [-0.38641, -2.43374, 5.75467], [-3.45570, 2.90611, -1.15691], [1.42522, 2.53186, 1.47622], [-1.76070, 3.12219, -2.72240], [-0.04163, 2.74325, -2.47378], [-1.18362, 1.80432, 3.49800], [-0.82430, -1.38352, -0.68343], [-0.20665, 1.90903, 5.65560], [2.73695, 1.28870, -0.69236], [4.74301, -1.65396, -1.05534], [0.95946, 1.54793, 2.90803], [1.18466, -1.30892, 2.85834], [-0.89560, 3.10690, 1.29286]], "forces_ev_per_a": [[0.10, 1.91, 1.36], [-1.31, 0.99, 1.59], [-1.08, 1.21, -1.47], [1.88, -0.28, 0.92], [0.10, 0.57, 1.48], [-0.34, -2.00, 0.65], [0.26, -0.24, 0.90], [0.09, 1.32, -0.27], [-0.90, -0.21, -0.78], [0.71, 0.06, 0.45], [-0.25, 0.20, -0.47], [-0.04, -0.60, -1.14], [-0.05, 0.16, 0.02], [-0.29, -0.99, 0.86], [0.18, 0.45, -0.04], [1.90, -0.45, 0.01], [0.41, 0.09, 0.04], [-1.47, -0.25, 0.37], [-0.96, 0.20, 0.03], [0.36, 0.02, -0.02], [-0.62, 0.65, -0.46], [-0.19, 0.08, 0.03], [0.33, 1.21, 1.06], [-0.63, 0.83, -1.20], [-0.04, 0.73, 0.73], [0.07, -0.92, -0.65], [1.18, 0.87, 0.21], [-0.09, 0.61, -0.19], [0.20, -0.53, -1.05], [0.84, -0.33, 0.03], [0.10, 0.23, 0.08], [-0.44, -0.02, -0.33], [0.31, -0.74, 0.29], [0.12, 0.23, 0.27], [0.40, -0.23, 0.51], [-0.53, 0.10, -0.03], [-0.30, -0.35, 0.16], [0.08, 0.21, 0.21], [-0.05, 0.01, -0.40], [0.06, -0.65, -0.35], [0.07, 0.20, 0.08], [0.06, -0.30, 0.11], [0.27, -0.01, 0.15], [0.30, -0.13, -0.08], [-0.24, 0.33, 0.22], [-0.28, 0.04, 0.10], [0.02, -0.17, -0.41], [0.09, 0.27, -0.15], [-0.22, -0.12, 0.23], [0.18, -0.26, 0.26], [-0.06, -0.03, -0.18], [-0.26, -0.13, 0.01], [-0.12, -0.08, 0.22], [-0.07, -3.06, -2.69], [-0.10, -0.14, 0.17], [0.10, -0.43, 0.09], [-0.71, -0.26, -0.33], [0.51, -0.01, -0.50], [0.35, -0.01, -0.34], [0.02, 0.13, -0.39]]}

{"formula": "C24H30N4O5S", "method": "ωB97M-V/def2-TZVPD", "smiles": "COc1ccc(CCNC(=O)CCCNC(=O)Cn2cnc3sc(C)c(C)c3c2=O)cc1OC", "orbital_gap_ev": 8.62, "homo_energy_ev": -8.3, "total_charge": 0, "lumo_energy_ev": 0.35, "symbols": ["S", "O", "O", "O", "O", "O", "N", "N", "N", "N", "C", "C", "C", "C", "C", "C", "C", "C", "C", "C", "C", "C", "C", "C", "C", "C", "C", "C", "C", "C", "C", "C", "C", "C", "H", "H", "H", "H", "H", "H", "H", "H", "H", "H", "H", "H", "H", "H", "H", "H", "H", "H", "H", "H", "H", "H", "H", "H", "H", "H", "H", "H", "H", "H"], "coordinates": [[-0.07529, 2.65017, -4.38413], [-2.46521, 1.15517, 0.39089], [0.00322, 2.21648, -0.35780], [0.70172, -3.10876, 5.38064], [-1.22680, -1.87797, 1.12270], [1.66852, -1.40932, -2.10690], [-0.78254, -2.17234, 3.95810], [0.95096, -1.99948, 0.47683], [-1.57437, 0.88980, -2.98440], [-0.55668, -0.96665, -1.97477], [-0.22596, 1.71539, 0.90519], [-0.89878, 3.21357, -0.80388], [1.60019, -1.78443, 1.75410], [-1.46053, 1.18131, 1.31604], [0.70169, 1.19696, 3.07066], [0.23404, -3.00081, 4.26362], [0.82048, 0.54229, -3.18034], [1.63315, 2.29568, -4.44435], [-1.61996, -0.18045, -2.27546], [-1.58951, 0.70414, 2.61262], [3.35776, 0.63835, -3.66807], [-0.74430, -2.18557, -1.21200], [2.55978, 3.19885, -5.17762], [0.74375, -0.65900, -2.39967], [-1.34663, -1.25257, 4.91579], [-0.35518, 1.24696, -3.42722], [-0.51812, 0.69472, 3.49808], [-0.66382, 0.12690, 4.88473], [1.96768, -3.09566, 2.45577], [-0.36285, -1.99513, 0.26783], [0.83690, 1.71235, 1.79364], [1.96283, 1.15855, -3.76983], [0.75717, -3.80210, 3.07579], [-3.65905, 0.48777, 0.72509], [-4.18717, 0.99010, 1.54191], [-2.41596, -1.15839, 4.71267], [-1.83687, 2.78086, -1.15817], [2.50584, -1.20450, 1.56379], [3.98991, 1.35396, -3.14340], [1.54460, -2.04066, -0.34967], [1.07063, -4.77879, 3.44655], [3.09594, 2.64745, -5.95030], [-1.21070, -1.68868, 5.90877], [-1.24817, 0.81124, 5.50578], [-2.58032, -0.49777, -1.89747], [0.93884, -1.19188, 2.38729], [3.77945, 0.48288, -4.66048], [3.29933, 3.61864, -4.49532], [-0.39777, 3.72219, -1.62674], [-0.11387, -2.96465, -1.65149], [-1.10722, 3.93389, -0.00760], [-4.27668, 0.52715, -0.17160], [0.32702, 0.03201, 5.33156], [3.36151, -0.30183, -3.12641], [-2.53579, 0.30779, 2.94048], [1.55109, 1.19285, 3.73737], [2.45213, -3.76109, 1.73755], [-1.79378, -2.47955, -1.26411], [-0.02678, -3.93803, 2.33141], [2.01094, 4.01227, -5.64344], [-3.46057, -0.55327, 0.99801], [2.68289, -2.87444, 3.24967], [-1.05637, -2.05658, 2.98699], [1.77961, 2.11371, 1.45542]], "forces_ev_per_a": [[0.33, -0.36, 0.14], [0.45, 0.11, -0.03], [0.00, -0.52, 0.33], [0.31, 0.01, 0.39], [-0.41, -0.04, 0.22], [0.23, -0.16, -0.06], [-0.39, 0.25, -0.08], [0.41, -0.06, -0.06], [-0.66, 0.12, 0.03], [0.29, 0.13, -0.13], [0.03, 0.11, -0.07], [-0.25, 0.32, -0.20], [0.06, -0.18, 0.30], [0.10, 0.11, -0.04], [-0.16, 0.05, 0.06], [-0.18, -0.37, -0.52], [-0.57, 0.38, -0.14], [-0.34, -0.24, 0.21], [-0.30, 0.29, -0.15], [-0.02, 0.14, -0.07], [0.05, -0.02, 0.00], [0.00, -0.30, 0.33], [0.03, -0.03, 0.02], [-0.15, 0.12, -0.14], [0.19, 0.14, 0.26], [0.71, -0.29, -0.02], [0.14, 0.13, 0.03], [-0.17, -0.21, 0.03], [-0.14, 0.16, -0.05], [0.12, -0.26, -0.66], [-0.16, 0.00, -0.19], [-0.01, 0.28, -0.19], [0.21, 0.06, 0.16], [-0.20, -0.15, 0.10], [0.02, -0.02, -0.03], [0.03, -0.02, 0.05], [0.13, 0.09, 0.03], [-0.09, 0.05, 0.03], [0.12, 0.02, 0.03], [-0.25, 0.02, 0.07], [-0.10, 0.04, 0.03], [0.04, 0.04, -0.08], [-0.15, 0.06, -0.10], [0.05, 0.01, 0.08], [-0.02, -0.19, 0.13], [0.15, 0.01, -0.13], [0.10, -0.03, -0.05], [0.05, 0.08, -0.02], [-0.05, 0.02, 0.05], [-0.16, 0.11, 0.01], [0.02, -0.02, 0.01], [-0.02, -0.02, 0.07], [-0.01, 0.02, 0.04], [0.12, 0.00, -0.02], [-0.16, -0.10, -0.01], [0.09, -0.03, 0.10], [0.07, 0.01, 0.03], [0.15, 0.06, 0.05], [-0.04, -0.05, -0.04], [0.08, 0.11, -0.09], [-0.02, 0.04, 0.00], [0.07, -0.04, 0.01], [0.13, -0.14, 0.00], [0.10, 0.08, -0.08]]}

| no. | energy (a.u.) | maximum force (hartree/bohr) |
| --- | --- | --- |
| 1 | -2212.90170 | 0.0792 |
| 2 | -1926.03547 | 0.0150 |